{"formula": "C40H40N5O3PSTi", "method": "ωB97M-V/def2-TZVPD", "e_homo_ev": -13.0, "total_energy_ev": -98949.700, "orbital_gap_ev": 7.6, "charge": 2, "symbols": ["Ti", "O", "C", "C", "C", "C", "N", "C", "C", "C", "C", "C", "C", "O", "C", "C", "N", "H", "H", "H", "H", "H", "H", "H", "H", "H", "H", "H", "H", "C", "C", "C", "C", "C", "O", "C", "N", "C", "C", "C", "C", "C", "C", "P", "C", "C", "C", "C", "C", "C", "C", "C", "C", "C", "C", "C", "H", "H", "H", "H", "H", "H", "H", "H", "H", "H", "H", "H", "H", "H", "H", "H", "H", "H", "H", "H", "H", "H", "H", "H", "S", "C", "N", "C", "C", "C", "N", "H", "H", "H", "H"], "xyz": [[0.859, 0.371, 0.730], [-3.935, 0.695, 4.285], [-3.864, -0.639, 3.795], [-2.512, -0.789, 3.146], [-1.513, -1.574, 3.754], [-0.268, -1.634, 3.186], [-0.048, -0.937, 2.059], [-0.953, -0.193, 1.447], [-2.239, -0.110, 1.981], [0.003, 2.025, 0.011], [-0.958, 2.971, -0.363], [-0.520, 4.029, -1.120], [-1.436, 5.136, -1.561], [-2.698, 4.970, -0.947], [0.846, 4.103, -1.494], [1.721, 3.127, -1.117], [1.255, 2.097, -0.371], [-4.773, 0.804, 4.747], [-4.644, -0.824, 3.048], [-3.981, -1.367, 4.601], [-1.719, -2.106, 4.672], [0.553, -2.201, 3.603], [-3.004, 0.494, 1.510], [-1.983, 2.887, -0.043], [-1.521, 5.118, -2.653], [-0.981, 6.094, -1.282], [-3.327, 5.566, -1.362], [1.200, 4.941, -2.082], [2.770, 3.141, -1.380], [3.277, 0.134, 3.043], [4.053, 0.970, 2.037], [3.670, 2.444, 2.061], [4.017, 0.372, 0.613], [5.157, -0.618, 0.364], [4.506, -1.811, -0.129], [3.200, -1.605, -0.117], [2.800, -0.449, 0.294], [2.427, -2.763, -0.642], [3.116, -3.974, -0.698], [2.547, -5.090, -1.289], [1.292, -4.999, -1.866], [0.596, -3.801, -1.808], [1.136, -2.682, -1.179], [0.090, -1.198, -1.136], [-1.586, -1.778, -0.793], [-1.837, -2.870, 0.032], [-3.139, -3.163, 0.414], [-4.192, -2.376, -0.030], [-3.945, -1.288, -0.858], [-2.646, -0.985, -1.233], [0.114, -0.548, -2.817], [-0.788, -0.971, -3.793], [-0.657, -0.521, -5.098], [0.378, 0.338, -5.440], [1.291, 0.746, -4.477], [1.160, 0.304, -3.170], [2.189, 0.126, 2.866], [3.397, 0.522, 4.054], [3.585, -0.915, 3.034], [5.107, 0.921, 2.331], [4.343, 3.022, 1.424], [3.734, 2.842, 3.073], [2.650, 2.633, 1.724], [4.044, 1.192, -0.109], [5.695, -0.893, 1.272], [5.860, -0.304, -0.402], [4.112, -4.043, -0.287], [3.096, -6.021, -1.315], [0.851, -5.854, -2.359], [-0.391, -3.745, -2.248], [-1.027, -3.492, 0.391], [-3.329, -4.014, 1.054], [-5.206, -2.616, 0.258], [-4.763, -0.675, -1.214], [-2.465, -0.118, -1.857], [-1.594, -1.648, -3.543], [-1.361, -0.848, -5.850], [0.478, 0.683, -6.460], [2.107, 1.403, -4.746], [1.886, 0.616, -2.430], [0.402, 1.926, 3.510], [-0.814, 3.093, 3.536], [-1.085, 3.706, 4.728], [-2.033, 4.649, 4.896], [-2.775, 5.030, 3.823], [-2.476, 4.379, 2.612], [-1.552, 3.458, 2.465], [-0.526, 3.406, 5.517], [-2.138, 5.047, 5.895], [-3.542, 5.782, 3.901], [-3.027, 4.628, 1.710]], "mulliken_charge": [-1.573, -0.486, -1.059, 1.093, -1.301, -0.576, 0.561, 0.118, -0.124, 0.547, -0.260, 0.285, -0.844, -0.464, -1.513, -0.435, 0.692, 0.308, 0.344, 0.426, 0.502, 0.568, 0.622, 0.739, 0.369, 0.380, 0.325, 0.539, 0.520, -1.319, 0.331, -1.223, -0.200, -0.585, -0.439, 0.778, 0.868, -0.112, -1.066, -0.962, -0.776, -0.712, 0.261, 3.401, 0.241, -1.065, -1.008, -0.517, -1.061, -0.412, 0.632, -0.351, -0.879, -0.684, -0.988, -0.265, 0.001, 0.515, 0.340, 0.559, 0.402, 0.394, 0.001, 0.235, 0.381, 0.303, 0.578, 0.432, 0.485, 0.453, 0.410, 0.490, 0.495, 0.466, 0.481, 0.397, 0.467, 0.433, 0.484, 0.185, -0.506, 0.127, 0.033, -0.175, -1.092, 0.280, 0.185, 0.273, 0.451, 0.441, 0.404]}

=====

{"formula": "C40H42N6O6S2SeW", "method": "ωB97M-V/def2-TZVPD", "e_homo_ev": [-8.1, -8.1], "total_energy_ev": -152234.217, "orbital_gap_ev": [7.0, 7.0], "e_above_lowest_kj_mol": 4.4, "charge": 0, "symbols": ["W", "C", "C", "N", "N", "C", "S", "S", "C", "C", "C", "C", "C", "C", "C", "C", "C", "C", "C", "C", "C", "O", "H", "H", "H", "H", "H", "H", "H", "H", "H", "H", "H", "H", "H", "H", "O", "C", "O", "C", "C", "N", "N", "C", "C", "O", "O", "H", "H", "H", "C", "C", "N", "C", "C", "C", "O", "C", "C", "C", "C", "N", "C", "H", "H", "H", "H", "H", "H", "H", "H", "H", "H", "H", "H", "H", "H", "C", "C", "C", "C", "C", "C", "Se", "C", "C", "C", "H", "H", "H", "H", "H", "H", "H", "H", "H", "H", "H"], "xyz": [[1.540, -0.010, -0.612], [2.158, 0.438, -3.811], [1.641, -0.524, -2.775], [0.436, -0.259, -2.152], [-0.817, -0.773, -2.391], [-1.341, -1.209, -1.295], [-0.493, -1.206, 0.221], [-2.945, -1.900, -1.249], [-3.330, -2.086, -3.022], [-2.903, -3.416, -3.579], [-3.843, -4.421, -3.774], [-3.463, -5.661, -4.269], [-2.133, -5.907, -4.571], [-1.188, -4.908, -4.379], [-1.568, -3.669, -3.888], [1.971, -1.967, -2.916], [2.083, -2.667, -4.112], [2.321, -4.033, -4.097], [2.430, -4.706, -2.884], [2.328, -4.023, -1.682], [2.119, -2.649, -1.709], [2.115, -1.922, -0.571], [1.802, 1.450, -3.624], [1.811, 0.140, -4.804], [3.250, 0.446, -3.835], [-2.861, -1.250, -3.537], [-4.411, -1.972, -3.085], [-4.884, -4.233, -3.536], [-4.207, -6.433, -4.418], [-1.833, -6.873, -4.956], [-0.146, -5.090, -4.610], [-0.827, -2.894, -3.739], [1.980, -2.146, -5.055], [2.413, -4.576, -5.029], [2.600, -5.775, -2.875], [2.412, -4.531, -0.729], [6.628, 2.928, -1.866], [6.928, 1.670, -1.563], [8.057, 1.256, -1.566], [5.788, 0.774, -1.227], [5.897, -0.561, -0.886], [4.654, -1.024, -0.666], [3.756, -0.065, -0.842], [4.410, 1.026, -1.179], [3.508, 2.173, -1.398], [3.903, 3.272, -1.738], [2.265, 1.848, -1.185], [5.662, 3.124, -1.820], [6.771, -1.183, -0.795], [4.320, -1.938, -0.391], [-4.507, 0.923, 0.944], [-3.476, 0.604, 2.020], [-3.151, 1.744, 2.883], [-3.790, 1.792, 4.194], [-5.285, 2.074, 4.141], [-2.528, 2.862, 2.435], [-2.542, 3.933, 3.023], [-1.767, 2.747, 1.142], [-1.998, 3.665, 0.131], [-1.287, 3.543, -1.049], [-0.346, 2.540, -1.162], [-0.073, 1.683, -0.169], [-0.788, 1.786, 0.957], [-4.752, 0.018, 0.388], [-4.115, 1.650, 0.232], [-5.420, 1.329, 1.377], [-2.573, 0.197, 1.564], [-3.855, -0.177, 2.681], [-3.291, 2.568, 4.764], [-3.597, 0.835, 4.685], [-5.477, 3.015, 3.626], [-5.683, 2.151, 5.153], [-5.830, 1.278, 3.630], [-2.732, 4.448, 0.273], [-1.452, 4.212, -1.882], [0.219, 2.418, -2.072], [-0.577, 1.072, 1.737], [-0.900, 2.951, 6.100], [-0.129, 2.230, 5.029], [0.751, 2.936, 4.217], [1.516, 2.311, 3.243], [2.448, 3.140, 2.403], [1.384, 0.924, 3.073], [2.520, 0.053, 1.794], [0.503, 0.186, 3.869], [0.361, -1.304, 3.727], [-0.248, 0.862, 4.831], [-1.482, 3.766, 5.666], [-0.219, 3.386, 6.834], [-1.574, 2.277, 6.628], [0.843, 4.009, 4.347], [2.423, 4.181, 2.725], [2.173, 3.102, 1.346], [3.474, 2.775, 2.471], [0.056, -1.586, 2.719], [-0.379, -1.686, 4.431], [1.312, -1.805, 3.918], [-0.927, 0.292, 5.457]], "mulliken_charge": [1.554, -1.936, 0.610, 0.534, -1.008, 0.599, -0.659, -0.053, -0.963, 0.253, -0.610, -0.550, -0.648, -0.347, 0.264, 0.459, -0.292, -0.965, -0.472, -0.596, 0.165, -0.725, 0.330, 0.564, 0.327, 0.332, 0.528, 0.330, 0.373, 0.397, 0.332, 0.444, 0.343, 0.430, 0.431, 0.563, -0.553, 0.343, -0.598, 0.420, -0.578, -0.351, 0.864, -0.986, 1.452, -0.859, -0.358, 0.407, 0.552, 0.130, -1.220, 0.023, 0.732, -0.304, -1.363, -0.013, -0.678, -0.022, -0.030, -1.313, -0.115, 0.804, -1.643, 0.398, 0.147, 0.402, -0.354, 0.547, 0.038, 0.421, 0.291, 0.447, 0.324, 0.574, 0.484, 0.151, 1.247, -1.923, 0.785, -1.030, 0.907, -1.765, 0.576, 0.066, 0.821, -1.752, -0.650, 0.354, 0.456, 0.357, 0.295, 0.393, 0.226, 0.382, 0.317, 0.361, 0.351, 0.274]}